[1]
The following is a quantum chemistry calculation of a 2-piece molecular cluster, C2H7NO2S2 overall, from the OMol25 dataset.

Geometry as XYZ:
```
14
Properties=species:S:1:pos:R:3
C -0.579 -1.469 -1.400
C -0.892 -1.056 -0.006
N -0.709 0.070 0.517
O 0.991 3.693 2.853
O 0.202 3.578 0.391
S 2.053 1.592 1.405
S 0.385 2.780 1.604
H -0.025 -0.616 -1.702
H -1.651 -1.525 -1.865
H 0.015 -2.407 -1.297
H -1.529 -1.890 0.536
H -0.228 0.646 -0.151
H 1.880 1.307 2.761
H 1.077 4.579 2.675
```

Computed properties:
HOMO-LUMO gap: 0.371 hartree
energy relative to the best compared isomer or geometry (same formula, charge and spin): 67.2 kcal/mol
max |F|: 3.69 eV/Å
lowest unoccupied orbital energy: 0.638 eV



[2]
The following is a quantum chemistry calculation of a 4-piece molecular cluster, C4H9N4O4 overall, from the OMol25 dataset.

Geometry as XYZ:
```
21
Properties=species:S:1:pos:R:3
C 1.847 -0.327 1.495
C 0.987 -3.720 -0.643
C -0.493 -0.441 -2.663
C -0.368 0.331 3.058
N -0.944 0.551 -1.865
N 0.985 0.133 0.786
N -2.022 1.330 -2.196
N -0.162 0.790 0.726
O 1.413 -4.585 -0.064
O 2.660 -0.918 2.038
O 0.662 -2.875 -1.372
O -0.771 0.851 1.935
H 0.336 -1.119 -2.378
H -0.613 -0.575 -3.696
H 1.103 3.248 1.517
H 0.692 0.126 3.319
H -0.874 0.683 3.928
H -0.598 0.627 -0.911
H -2.491 1.135 -3.106
H -2.185 2.146 -1.650
H 0.838 2.607 1.742
```

Computed properties:
HOMO-LUMO gap (alpha / beta): 0.283 / 0.299 hartree
total charge: +1
energy relative to the best compared isomer or geometry (same formula, charge and spin): 91.3 kcal/mol
max |F|: 5.77 eV/Å
lowest unoccupied orbital energy (alpha / beta): -4.564 / -4.379 eV



[3]
The following is a quantum chemistry calculation of a 10-piece molecular cluster, C30H68O30S4 overall, from the OMol25 dataset.

Geometry as XYZ:
```
132
Properties=species:S:1:pos:R:3
C 5.221 3.695 -0.521
C 4.363 2.640 -1.162
O 5.148 1.656 -1.795
S 4.292 0.526 -2.591
C 4.211 1.235 -4.202
O 5.190 -0.570 -2.644
O 3.061 0.360 -1.912
H 5.709 4.359 -1.270
H 5.942 3.360 0.192
H 4.606 4.338 0.191
H 3.768 2.139 -0.363
H 3.622 3.115 -1.806
H 5.206 1.361 -4.526
H 3.698 2.238 -4.185
H 3.690 0.481 -4.789
C -0.397 -5.203 -5.797
C -0.093 -3.717 -5.945
O 1.159 -3.451 -5.145
S 1.358 -1.911 -4.640
C 1.594 -2.262 -2.967
O 2.607 -1.453 -5.247
O 0.163 -1.127 -4.864
H 0.363 -5.830 -6.188
H -1.294 -5.469 -6.337
H -0.505 -5.295 -4.712
H -0.079 -3.256 -6.933
H -0.788 -3.099 -5.440
H 1.751 -1.331 -2.429
H 2.179 -3.088 -2.683
H 0.569 -2.537 -2.706
C 5.724 -2.733 5.394
C 5.344 -1.702 4.276
O 6.539 -0.820 4.147
S 6.456 0.157 2.953
C 7.222 -0.643 1.592
O 5.103 0.305 2.517
O 7.180 1.291 3.383
H 4.844 -3.266 5.818
H 6.307 -2.265 6.213
H 6.331 -3.626 5.139
H 5.211 -2.181 3.330
H 4.527 -1.052 4.576
H 6.676 -1.526 1.317
H 8.281 -0.881 1.801
H 7.227 0.161 0.845
C -6.175 -1.782 -1.945
C -5.638 -2.575 -3.076
O -4.157 -2.552 -2.867
S -3.213 -2.785 -4.095
C -2.961 -1.221 -4.762
O -1.963 -3.250 -3.574
O -3.929 -3.588 -5.070
H -5.521 -1.955 -1.100
H -7.174 -2.178 -1.794
H -6.048 -0.759 -2.130
H -5.894 -3.613 -2.930
H -5.962 -2.218 -4.012
H -3.461 -0.462 -4.203
H -3.414 -1.247 -5.786
H -1.890 -1.090 -4.818
C -2.893 1.278 2.376
O -3.504 1.967 3.430
C -2.779 2.162 4.613
O -1.870 1.452 4.917
O -3.350 3.128 5.318
C -4.317 4.003 4.775
H -1.969 1.796 2.080
H -3.618 1.263 1.583
H -2.613 0.297 2.749
H -4.068 4.211 3.771
H -4.194 4.940 5.337
H -5.325 3.635 4.717
C 0.866 -4.204 1.178
O 2.181 -3.821 0.683
C 3.049 -3.446 1.608
O 2.958 -3.456 2.823
O 4.177 -2.888 1.016
C 4.220 -2.738 -0.444
H 0.943 -5.204 1.673
H 0.386 -4.331 0.215
H 0.515 -3.477 1.899
H 5.209 -2.400 -0.639
H 3.509 -1.944 -0.729
H 3.856 -3.717 -0.770
C 3.976 3.158 3.142
O 3.210 3.255 1.938
C 1.918 3.632 2.116
O 1.420 3.767 3.185
O 1.358 3.816 0.908
C -0.059 4.084 0.701
H 4.992 3.181 2.731
H 3.756 2.157 3.602
H 3.711 3.926 3.885
H -0.332 5.104 0.966
H -0.589 3.404 1.320
H -0.300 3.863 -0.369
C -7.043 2.335 1.424
O -6.541 2.217 2.813
C -6.788 1.109 3.436
O -7.209 0.110 2.869
O -6.472 1.103 4.698
C -6.786 -0.105 5.482
H -6.099 2.209 0.875
H -7.407 3.336 1.392
H -7.766 1.575 1.107
H -6.884 -0.973 4.849
H -7.620 0.186 6.091
H -5.942 -0.260 6.088
C -4.607 3.935 -1.767
O -3.218 3.731 -1.578
C -2.798 2.597 -2.139
O -3.475 1.634 -2.347
O -1.490 2.650 -2.329
C -0.743 1.550 -2.864
H -4.767 4.986 -1.612
H -5.203 3.361 -1.063
H -4.947 3.677 -2.809
H -1.269 0.606 -2.686
H 0.216 1.551 -2.348
H -0.656 1.746 -3.944
C 1.789 -0.048 2.127
O 0.540 -0.763 2.034
C -0.028 -0.837 0.868
O 0.469 -0.560 -0.209
O -1.287 -1.302 1.024
C -2.001 -1.345 -0.249
H 1.832 0.279 3.150
H 1.918 0.786 1.418
H 2.529 -0.820 1.956
H -2.829 -2.052 -0.257
H -1.274 -1.550 -1.012
H -2.460 -0.351 -0.519
```

Computed properties:
HOMO-LUMO gap: 0.399 hartree
max |F|: 3.79 eV/Å
SMILES: CCOS(C)(=O)=O.CCOS(C)(=O)=O.CCOS(C)(=O)=O.CCOS(C)(=O)=O.COC(=O)OC.COC(=O)OC.COC(=O)OC.COC(=O)OC.COC(=O)OC.COC(=O)OC
lowest unoccupied orbital energy: 0.264 eV



[4]
The following is a quantum chemistry calculation of an isolated ion of composition C4H7N2S2 and charge +1, from the OMol25 dataset.

Geometry as XYZ:
```
15
Properties=species:S:1:pos:R:3
C 1.710 1.332 0.255
N 0.286 1.378 -0.195
C -0.540 0.344 0.438
S -2.152 -0.093 -0.189
C -1.518 -1.925 -0.331
N -0.171 -1.970 -0.162
C 0.425 -0.947 0.223
S 2.029 -0.517 0.234
H 2.410 1.627 -0.447
H 1.967 1.590 1.239
H -0.233 2.280 -0.215
H 0.192 0.990 -1.155
H -0.395 0.462 1.560
H -1.720 -2.090 -1.464
H -2.290 -2.462 0.211
```

Computed properties:
HOMO-LUMO gap: 0.359 hartree
total charge: +1
energy relative to the best compared isomer or geometry (same formula, charge and spin): 58.5 kcal/mol
max |F|: 4.90 eV/Å
SMILES: C1[NH2+][C@H]2SCN=C2S1
lowest unoccupied orbital energy: -3.663 eV



[5]
The following is a quantum chemistry calculation of C28H32GeN4PdSb as an isolated structure, from the OMol25 dataset.

Geometry as XYZ:
```
67
Properties=species:S:1:pos:R:3
Pd -0.690 0.339 0.124
N 3.455 -0.034 1.083
C 3.742 -0.206 -0.238
C 2.542 -0.297 -0.885
N 1.537 -0.184 0.014
C 2.103 -0.011 1.205
C 1.305 0.185 2.381
N -0.016 0.314 2.292
C -0.494 0.464 3.550
C 0.549 0.422 4.431
N 1.680 0.249 3.686
H 4.141 0.055 1.814
H 4.745 -0.246 -0.600
H 2.343 -0.450 -1.926
H -1.545 0.583 3.745
H 0.578 0.481 5.499
H 2.610 0.192 4.065
C -8.034 -0.840 -0.284
C -7.392 0.362 -0.527
C -6.023 0.468 -0.346
C -5.298 -0.638 0.067
C -5.946 -1.823 0.370
C -7.312 -1.930 0.172
Sb -3.167 -0.473 0.365
C -2.534 -0.176 -1.702
C -3.220 0.629 -2.600
C -2.668 0.937 -3.836
C -1.394 0.494 -4.162
C -0.700 -0.315 -3.278
C -1.259 -0.660 -2.049
C -2.460 -2.506 0.186
C -3.110 -3.446 -0.601
C -2.507 -4.665 -0.862
C -1.239 -4.932 -0.372
C -0.576 -3.983 0.386
C -1.185 -2.772 0.674
H -9.099 -0.925 -0.434
H -7.961 1.221 -0.851
H -5.529 1.417 -0.512
H -5.388 -2.657 0.770
H -7.813 -2.863 0.380
H -4.206 0.997 -2.350
H -3.233 1.532 -4.540
H -0.953 0.759 -5.112
H 0.280 -0.692 -3.540
H -0.762 -1.434 -1.447
H -4.077 -3.213 -1.031
H -3.020 -5.396 -1.468
H -0.760 -5.870 -0.605
H 0.424 -4.180 0.745
H -0.658 -2.027 1.285
C 1.281 4.436 -1.627
Ge 0.032 3.991 -0.149
C 0.958 3.803 1.603
C -1.302 5.451 0.021
C -0.983 2.408 -0.710
H 1.655 5.451 -1.522
H 0.744 4.373 -2.570
H 2.126 3.755 -1.669
H 1.282 4.782 1.944
H 1.829 3.159 1.535
H 0.283 3.389 2.346
H -0.809 6.408 0.146
H -1.961 5.297 0.870
H -1.905 5.497 -0.881
H -0.758 2.142 -1.754
H -2.064 2.537 -0.570
```

Computed properties:
HOMO-LUMO gap (alpha / beta): 0.206 / 0.206 hartree
total charge: +1
energy relative to the best compared isomer or geometry (same formula, charge and spin): 38.2 kcal/mol
max |F|: 2.71 eV/Å
lowest unoccupied orbital energy (alpha / beta): -4.092 / -4.093 eV



[6]
The following is a quantum chemistry calculation of C19H11Br4N4O2PtS as an isolated structure, from the OMol25 dataset.

Geometry as XYZ:
```
42
Properties=species:S:1:pos:R:3
Pt -0.587 -0.063 -0.248
Br 3.491 -3.878 -4.440
C 2.370 -3.316 -3.022
C 2.029 -4.190 -1.996
Br 2.637 -5.981 -2.034
C 1.227 -3.746 -0.942
Br 0.692 -4.898 0.457
C 0.759 -2.434 -0.886
O 0.018 -1.967 0.088
C 1.088 -1.550 -1.952
O 0.619 -0.323 -1.897
C 1.887 -2.006 -2.997
Br 2.256 -0.768 -4.379
S -1.611 0.135 1.735
C -1.831 1.876 1.645
N -2.284 2.402 2.790
N -2.409 3.720 2.973
C -1.747 4.824 2.433
C -0.426 4.775 1.978
C 0.169 5.913 1.466
C -0.518 7.120 1.422
C -1.809 7.185 1.928
C -2.417 6.051 2.435
N -1.650 2.513 0.514
N -1.212 1.812 -0.533
C -1.307 2.503 -1.742
C -0.947 1.890 -2.949
C -1.023 2.585 -4.141
C -1.477 3.897 -4.175
C -1.870 4.503 -2.988
C -1.787 3.827 -1.786
H -3.132 3.923 3.642
H 0.126 3.851 2.038
H 1.185 5.861 1.098
H -0.045 8.001 1.010
H -2.348 8.124 1.917
H -3.428 6.099 2.824
H -0.591 0.871 -2.941
H -0.728 2.094 -5.060
H -1.520 4.443 -5.109
H -2.254 5.516 -2.997
H -2.076 4.300 -0.861
```

Computed properties:
HOMO-LUMO gap (alpha / beta): 0.251 / 0.184 hartree
total charge: -1
max |F|: 1.42 eV/Å
expectation value of S²: 2.042
lowest unoccupied orbital energy (alpha / beta): 2.482 / 0.436 eV
multiplicity: 3



[7]
The following is a quantum chemistry calculation of a 2-piece molecular cluster, C5H11NO2 overall, from the OMol25 dataset.

Geometry as XYZ:
```
19
Properties=species:S:1:pos:R:3
N -1.659 0.084 1.813
C -0.707 0.740 0.953
O -0.390 2.079 1.286
C -1.016 0.527 -0.481
O -1.827 -0.558 -0.793
H -1.295 -0.047 2.748
H -2.530 0.606 1.871
H 0.341 0.176 1.093
H -1.098 2.659 0.981
H 0.116 0.205 -0.893
H -1.381 1.424 -0.996
H -2.051 -0.989 0.049
C 1.835 -0.539 0.554
C 1.635 -0.594 -0.661
C 1.871 -1.183 -1.986
H 2.384 -0.598 1.461
H 2.074 -0.394 -2.713
H 0.982 -1.724 -2.315
H 2.715 -1.873 -1.972
```

Computed properties:
HOMO-LUMO gap: 0.353 hartree
energy relative to the best compared isomer or geometry (same formula, charge and spin): 105.9 kcal/mol
max |F|: 2.95 eV/Å
SMILES: N[C@H](O)CO.C#CC
lowest unoccupied orbital energy: 0.727 eV



[8]
The following is a quantum chemistry calculation of one molecule with the formula C5H8N2, from the OMol25 dataset.

Geometry as XYZ:
```
15
Properties=species:S:1:pos:R:3
C 1.519 0.526 0.140
N 1.460 -0.708 -0.132
N 0.242 -1.475 -0.193
C -0.644 -0.634 0.396
C -1.990 -0.020 0.032
C -0.783 0.647 -0.424
C 0.357 1.554 0.085
H 2.462 0.815 0.396
H 0.547 -2.549 -0.008
H -0.557 -0.405 1.590
H -2.715 -0.212 -0.794
H -2.272 0.168 1.289
H -0.701 0.485 -1.541
H 0.418 2.269 -0.937
H 0.146 2.283 0.905
```

Computed properties:
HOMO-LUMO gap: 0.359 hartree
energy relative to the best compared isomer or geometry (same formula, charge and spin): 143.3 kcal/mol
max |F|: 4.79 eV/Å
SMILES: C1=NN[C@@H]2C[C@H]2C1
lowest unoccupied orbital energy: 1.125 eV



Q: Which of these has the lowest max |F|?
A: C19H11Br4N4O2PtS